1.
Entry from OMol25: a structure of composition CH4IPS in a non-equilibrium geometry (ωB97M-V/def2-TZVPD).

The geometry in ORCA input format:
```
! wB97M-V def2-TZVPD RIJCOSX def2/J DEFGRID3
* xyz 0 1
C -0.35539 -0.51895 0.57793
P 0.46958 0.79379 -0.20450
S -0.02736 -2.01678 -0.19451
I -2.41864 0.39180 -0.04597
H 1.94465 0.64947 -0.04001
H 0.18707 1.10266 -1.62432
H 0.37758 2.14713 0.48202
H -0.17748 -2.54911 1.04937
*
```

Values from the calculation:
Energy above the lowest of the compared OMol25 structures with the same formula, charge and spin, kJ/mol: 387.8
HOMO, Ha: -0.303
Frontier orbital gap, hartree: 0.3046

2.
Entry from OMol25: a structure of composition C5H10AlO2 in a non-equilibrium geometry (ωB97M-V/def2-TZVPD).

The geometry in ORCA input format:
```
! wB97M-V def2-TZVPD RIJCOSX def2/J DEFGRID3
* xyz 1 1
C -0.89365 1.87573 2.02141
O -0.64955 1.44888 0.68702
C 0.70954 1.26318 0.34884
C 0.77242 0.38650 -0.87587
O 0.12735 -0.85409 -0.57010
C 0.21996 -1.82154 -1.53228
C -0.14252 -3.08118 -1.30844
H 0.04422 2.02281 2.58000
H -1.51980 2.77958 1.98291
H 1.29066 0.80080 1.16396
H 1.15160 2.24549 0.12088
H 1.82312 0.20183 -1.13909
H 0.25371 0.86103 -1.72254
H 0.55917 -1.46399 -2.50884
H -0.53121 -3.40441 -0.34231
H -0.04531 -3.80916 -2.11240
H -1.47525 1.01382 2.63656
Al -1.69446 -0.46527 0.57028
*
```

Values from the calculation:
Energy above the lowest of the compared OMol25 structures with the same formula, charge and spin, kJ/mol: 0.0
HOMO, Ha: -0.485
Frontier orbital gap, hartree: 0.3403

3.
Entry from OMol25: a cluster of 2 separate species, C30H51N5O5PS3 in total in a non-equilibrium geometry (ωB97M-V/def2-TZVPD).

The geometry in ORCA input format:
```
! wB97M-V def2-TZVPD RIJCOSX def2/J DEFGRID3
* xyz 1 1
C -2.86690 -2.53798 -2.51925
C -2.31813 -1.92537 -1.60881
C -1.72864 -1.05954 -0.42490
C -0.48280 -0.16501 -0.93722
C -0.43032 1.20295 -0.12220
C 0.98807 1.72732 0.34947
C 1.68385 2.50151 -0.85586
C 1.95561 1.65377 -2.18027
C 1.00018 2.06236 -3.40245
S 1.25210 0.94740 -4.87048
C -0.05681 -0.34929 -4.92764
S 0.28067 -1.79698 -4.18205
N -1.35449 -0.21115 -5.58381
C -1.75895 1.19331 -5.76035
C -3.27570 1.13902 -6.35764
O -3.71983 -0.24293 -6.34719
C -2.95368 -1.00779 -7.30525
C -1.38243 -0.81070 -6.93646
N 0.57571 2.91751 1.21473
C 1.10821 2.89070 2.56604
O 1.38876 3.87406 3.22155
C 1.27690 1.30341 2.90417
C 2.31504 1.40526 4.12176
C 2.63942 0.03235 4.86561
N 2.46558 0.27107 6.35380
C -0.24376 0.92131 3.20959
C -0.57967 0.44212 4.67698
C -2.02532 1.07529 5.04952
O -0.58021 -1.01253 4.83918
C -1.77372 -1.60954 4.32126
C -1.47801 -3.17529 4.14060
C -2.72318 -4.04448 4.02191
C -2.65759 -5.53783 3.89050
C -1.28306 -6.16144 3.89619
C -0.04582 -5.29738 3.98960
C -0.11329 -3.78041 4.12390
C 1.86561 0.92793 1.41914
P 1.72840 -0.98153 1.47679
N 2.49342 -1.70074 0.25281
S 3.70060 1.15730 1.17388
C 4.76546 0.15372 2.27821
O 4.02849 2.58703 1.46224
O 4.15042 0.80224 -0.19720
H -3.40658 -2.90872 -3.43206
H -2.55127 -0.29872 -0.19616
H -1.48813 -1.67466 0.48920
H -0.75456 0.08555 -2.02019
H 0.48423 -0.74586 -0.99836
H -1.21384 1.12908 0.69848
H -0.83913 2.00970 -0.82367
H 2.64718 3.02896 -0.58880
H 0.95670 3.33134 -1.16787
H 3.01230 1.90428 -2.53135
H 1.95187 0.54004 -1.97895
H 1.24547 3.13524 -3.69632
H -0.07450 2.00264 -3.05587
H -1.12533 1.75098 -6.53272
H -1.83116 1.72663 -4.76538
H -3.28587 1.46863 -7.44958
H -3.99462 1.70484 -5.69815
H -3.16689 -0.66873 -8.36447
H -3.16048 -2.11674 -7.14227
H -0.95837 -0.11248 -7.74104
H -0.80538 -1.78573 -6.99959
H 0.90991 3.83483 0.89648
H 3.27191 1.94433 3.85726
H 1.80100 2.05926 4.90351
H 1.90214 -0.80753 4.63264
H 3.69768 -0.34188 4.75371
H 1.75391 -0.35188 6.74144
H 3.36499 0.18114 6.83272
H -0.90979 1.82774 3.00631
H -0.65267 0.12123 2.50261
H 0.10437 0.82659 5.49198
H -2.67024 0.98079 4.12752
H -1.85526 2.16125 5.34945
H -2.46990 0.50686 5.92571
H -2.65725 -1.58039 5.04659
H -2.09818 -1.23326 3.30412
H -3.75203 -3.56078 4.03446
H -3.62774 -6.10113 3.83151
H -1.22518 -7.29393 3.82944
H 0.95551 -5.83185 3.99493
H 0.81075 -3.15031 4.21596
H 0.35915 -1.35928 1.36100
H 2.26230 -1.54945 2.66714
H 3.18109 -2.33828 0.68706
H 5.17238 0.75500 3.15868
H 4.29263 -0.77193 2.71238
H 5.68352 -0.18870 1.69828
N -1.01570 3.59565 -8.17333
H -0.92982 4.44886 -8.73430
H -0.99926 3.83476 -7.17709
H -1.89901 3.12658 -8.39770
H -0.23305 2.96842 -8.38578
*
```

Values from the calculation:
HOMO, Ha: -0.368
Frontier orbital gap, hartree: 0.2109